This record from the OMol25 dataset describes a 2-piece molecular cluster, C5H13NO2 overall in a non-equilibrium geometry. The level of theory is the ωB97M-V functional and the def2-TZVPD basis.

XYZ file:
```
21
C5H13NO2 | the OMol25 dataset | the ωB97M-V functional and the def2-TZVPD basis
C -0.384 -0.568 1.527
H -1.964 -2.010 1.402
C -1.350 -1.419 0.724
H 0.673 1.127 0.952
C 0.425 0.411 -2.718
H 2.506 -0.063 -2.623
H 2.175 1.599 -3.069
H 2.035 1.096 -1.377
H -0.029 0.293 -0.750
H -2.007 -0.800 0.132
H 0.217 -1.220 2.149
H -1.706 1.112 1.833
C 1.874 0.787 -2.402
O -0.433 0.385 -1.725
H -0.832 -2.105 0.049
O 0.111 0.152 -3.851
H 1.443 -0.264 0.583
N 0.535 0.180 0.615
H -0.408 1.002 3.017
C -1.109 0.415 2.426
H -1.772 -0.111 3.107
```

Properties
Electronic energy, eV: -10981.4421
SMILES: CC(=O)O.CC(C)N
Frontier orbital gap, eV: 9.9

Here are the Löwdin charges for atoms 1 to 5, given in e: -0.457 0.081 -0.068 0.105 -0.623

***

This record from the OMol25 dataset describes one molecule with the formula C5H13NO2 in a non-equilibrium geometry. The level of theory is the ωB97M-V functional and the def2-TZVPD basis.

XYZ file:
```
21
C5H13NO2 | the OMol25 dataset | the ωB97M-V functional and the def2-TZVPD basis
C 0.316 1.932 -0.633
H 0.106 -3.505 0.886
O -0.456 3.397 -2.298
C 0.304 2.243 -2.180
H -0.741 -0.685 -0.702
H 0.781 2.691 0.180
H -1.286 3.297 -1.730
H -0.663 1.621 -0.180
H 1.903 0.532 -0.658
N 1.019 0.639 -0.173
H 1.256 2.626 -2.655
H -1.572 -3.035 1.199
C -0.193 -1.116 1.297
H -0.050 1.378 -2.713
H 0.468 -0.647 2.079
C 0.144 -0.655 -0.125
H -0.877 -0.495 1.694
H 0.969 -1.383 -0.530
O -0.485 -2.635 2.824
C -0.533 -2.580 1.420
H -0.410 -3.620 2.999
```

Properties
Electronic energy, eV: -10976.8430
SMILES: OCCCNCCO
Frontier orbital gap, eV: 9.5

Here are the Löwdin charges for atoms 1 to 5, given in e: -0.191 0.160 -0.109 -0.278 0.087

***

This record from the OMol25 dataset describes C5H13NO2 as an isolated structure in a non-equilibrium geometry. The level of theory is the ωB97M-V functional and the def2-TZVPD basis.

XYZ file:
```
21
C5H13NO2 | the OMol25 dataset | the ωB97M-V functional and the def2-TZVPD basis
C -0.067 0.784 -1.340
C 0.998 1.070 -0.465
H -2.191 -2.260 1.236
C -1.951 -1.492 0.496
H 1.461 -1.743 1.002
C -0.491 -1.581 0.076
H 2.844 0.480 -0.377
H -1.167 2.008 -0.411
H 0.188 -1.037 2.069
C 0.515 -1.211 1.049
H 1.002 3.087 -0.129
H -2.165 -0.517 0.935
H 0.135 0.443 -2.347
H 0.889 -0.003 0.519
H 1.425 2.198 1.194
O -1.254 1.467 -1.214
H -0.261 -2.490 -0.481
O 2.268 0.876 -1.043
H -2.616 -1.618 -0.359
H -0.396 -0.682 -0.784
N 0.832 2.221 0.374
```

Properties
Electronic energy, eV: -10977.7746
Frontier orbital gap, eV: 8.5

Here are the Löwdin charges for atoms 1 to 5, given in e: -0.181 -0.511 0.071 -0.109 0.066

***

This record from the OMol25 dataset describes a 2-piece molecular cluster, C5H13NO2 overall in a non-equilibrium geometry. The level of theory is the ωB97M-V functional and the def2-TZVPD basis.

XYZ file:
```
21
C5H13NO2 | the OMol25 dataset | the ωB97M-V functional and the def2-TZVPD basis
C 0.200 -0.404 1.501
H 1.474 0.546 -1.062
O 1.079 -1.621 1.206
C -2.787 0.544 -0.414
H 0.038 1.703 1.491
C -0.551 1.346 -1.148
C 0.872 1.315 -0.497
H 1.228 -1.885 -0.821
H 1.435 2.206 -0.362
H 1.850 -3.213 -1.208
H 1.891 -1.487 1.752
H -0.881 0.748 -2.048
H -0.773 2.340 -1.583
O 1.443 -2.439 -1.555
H -0.053 -0.487 2.660
H -3.589 0.377 0.223
N -1.703 1.191 -0.118
C 0.752 0.999 1.147
H -0.774 -0.691 1.021
H -2.788 0.019 -1.370
H 1.765 1.172 1.391
```

Properties
Electronic energy, eV: -10978.2590
SMILES: C=NCCCCO.O
Frontier orbital gap, eV: 10.4

Here are the Löwdin charges for atoms 1 to 5, given in e: -0.199 0.108 -0.144 -0.045 0.077

***

This record from the OMol25 dataset describes C5H13NO2 as an isolated structure in a non-equilibrium geometry. The level of theory is the ωB97M-V functional and the def2-TZVPD basis.

XYZ file:
```
21
C5H13NO2 | the OMol25 dataset | the ωB97M-V functional and the def2-TZVPD basis
H 1.094 1.563 0.305
O -1.729 1.454 -0.549
H 0.842 -0.273 -1.981
H 2.672 0.464 0.321
C 1.152 -0.321 -0.937
H 0.414 -2.326 -0.603
H 2.167 -2.182 -0.804
C -1.213 0.419 0.169
H -3.002 -0.395 0.973
H -2.553 -1.069 -0.595
H -1.132 2.202 -0.231
H 2.320 1.440 -1.183
C 1.944 0.741 -0.439
H -0.277 -0.028 -0.491
H 1.408 -1.663 0.710
N -0.514 0.838 1.359
H -1.660 -1.554 0.874
C 1.281 -1.705 -0.372
C -2.161 -0.733 0.364
O 0.133 2.082 1.010
H -1.186 1.046 2.099
```

Properties
Electronic energy, eV: -10976.0908
Frontier orbital gap (alpha / beta), eV: 7.8 / 7.8

Here are the Löwdin charges for atoms 1 to 5, given in e: 0.109 0.002 0.130 0.089 -0.218

***

This record from the OMol25 dataset describes a 2-piece molecular cluster, C5H13NO2 overall in a non-equilibrium geometry. The level of theory is the ωB97M-V functional and the def2-TZVPD basis.

XYZ file:
```
21
C5H13NO2 | the OMol25 dataset | the ωB97M-V functional and the def2-TZVPD basis
H -2.401 -2.634 -0.192
C -1.886 -2.309 -1.114
H -2.602 0.490 1.019
H -3.092 -0.445 -1.035
H -0.815 -2.571 -0.952
O 0.154 -0.069 -0.785
O 1.248 1.179 1.911
H -0.814 0.886 1.423
H -1.610 2.018 0.419
C -1.074 0.041 -0.598
H 1.674 0.487 -0.044
C -2.072 -0.819 -1.354
H 4.130 0.866 -0.095
H -2.227 -2.925 -1.951
H 3.884 1.454 1.691
C -1.596 0.873 0.631
H -1.938 -0.511 -2.448
H 2.363 -0.340 1.325
C 3.451 1.334 0.688
H 3.173 2.323 0.500
N 2.050 0.674 0.961
```

Properties
Electronic energy, eV: -10977.2590
SMILES: C[NH2+][O-].CCC(C)=O
Frontier orbital gap, eV: 9.2

Here are the Löwdin charges for atoms 1 to 5, given in e: 0.080 -0.102 0.089 0.115 0.083